60
Properties=species:S:1:pos:R:3 method="wB97M-V/def2-TZVPD" smiles=OCCO.OCCO.OCCO.OCCO.OCCO.OCCO de_lowest_kcal_mol=101.9 energy_ha=-1381.4364 homo_energy_ha=-0.3665 total_charge=0 multiplicity=1
C -3.781 -2.990 -4.700
C -5.228 -2.545 -4.449
O -5.538 -1.453 -5.314
O -3.218 -3.269 -3.378
H -3.080 -2.414 -5.303
H -3.833 -3.947 -5.218
H -5.289 -2.032 -3.490
H -5.991 -3.324 -4.439
H -5.099 -1.523 -6.165
H -2.593 -2.605 -3.078
C -1.036 5.305 4.831
C -0.874 6.016 3.462
O -0.258 7.271 3.607
O -1.308 4.004 4.580
H -1.830 5.742 5.435
H -0.120 5.452 5.404
H -1.913 6.099 3.144
H -0.256 5.464 2.754
H 0.702 7.257 3.594
H -1.037 3.338 5.216
C 3.693 -6.024 -0.420
C 3.417 -4.745 -1.043
O 2.035 -4.537 -1.021
O 2.948 -7.123 -1.030
H 3.239 -6.153 0.563
H 4.764 -6.199 -0.313
H 3.727 -4.688 -2.086
H 4.026 -4.115 -0.394
H 1.587 -5.239 -1.498
H 2.493 -7.537 -0.293
C -0.737 0.143 1.216
C -1.199 -0.981 0.246
O -0.363 -0.959 -0.930
O 0.613 -0.106 1.652
H -1.323 -0.028 2.119
H -1.013 1.081 0.735
H -2.263 -0.954 0.010
H -0.790 -1.925 0.609
H 0.185 -1.743 -0.842
H 1.157 -0.273 0.879
C 3.981 1.850 6.681
C 4.240 0.277 6.392
O 3.163 -0.522 5.991
O 5.271 2.477 6.835
H 3.303 2.031 7.515
H 3.407 2.293 5.867
H 4.781 -0.190 7.215
H 4.816 0.133 5.478
H 3.094 -0.711 5.052
H 5.545 2.899 6.017
C -2.123 1.645 -5.314
C -0.870 2.521 -5.771
O -0.751 2.966 -7.184
O -3.248 2.490 -5.477
H -2.073 1.229 -4.308
H -2.278 0.795 -5.977
H 0.050 1.964 -5.589
H -0.830 3.542 -5.391
H -0.139 2.466 -7.729
H -3.956 2.106 -4.955